Record 1
ORCA calculation (ωB97M-V with the def2-TZVPD basis set) on a cluster of 3 separate species, C5H14N in total.

As for the energy above the lowest of the compared OMol25 structures with the same formula, charge and spin: 163.28 kcal/mol. Its charge is +1. The orbital gap comes out at 8.461 eV.

Atoms and positions in Å:
C  0.6131  -0.6380  0.2826
C  0.4191  0.0108  -1.0275
C  -0.5389  -0.7032  -2.0223
C  -0.1827  0.8772  0.0703
C  0.5187  2.1967  0.1829
N  1.2459  -1.8402  0.3898
H  -0.9103  1.0582  2.8098
H  -1.3191  -2.3362  1.4271
H  1.2246  0.5139  -1.5496
H  -0.9564  0.0001  -2.7372
H  -0.0838  -1.5492  -2.5143
H  -1.4204  -0.9358  -1.4092
H  -1.0798  0.6711  0.6453
H  -1.2094  1.4599  3.3478
H  0.0980  2.9762  -0.4469
H  0.7893  2.6186  1.1494
H  1.5545  1.9282  -0.0994
H  -1.5404  -1.6868  1.2006
H  2.1098  -1.9487  -0.1325
H  0.6682  -2.6727  0.4331

Cartesian forces (eV/Å) of the 2 atoms listed first:
C 0.865 0.200 -2.421
C -0.479 0.858 -0.525

Atom charges from the Mulliken analysis, given in e for atoms 1 to 6: atom 1 (C): -0.080, atom 2 (C): 0.103, atom 3 (C): -1.313, atom 4 (C): 0.235, atom 5 (C): -1.256, atom 6 (N): -0.296

Record 2
ORCA calculation (ωB97M-V with the def2-TZVPD basis set) on the molecule C5H7N.

As for the SMILES: C#CCN1CC1. As for the energy above the lowest of the compared OMol25 structures with the same formula, charge and spin: 92.90 kcal/mol. The orbital gap comes out at 10.359 eV.

Atoms and positions in Å:
C  1.9082  -0.6896  -0.6110
C  1.5521  0.4366  -0.3368
C  0.5365  1.2999  0.2534
N  -0.6274  0.4660  0.7711
C  -0.6525  -0.9686  0.5055
C  -1.6136  -0.0713  -0.1806
H  2.5067  -1.4837  -0.9660
H  0.9978  1.8537  1.0864
H  0.1854  2.0143  -0.5034
H  -0.8799  -1.6671  1.3191
H  0.1528  -1.2731  -0.1549
H  -2.6838  0.0260  0.0558
H  -1.3822  0.0568  -1.2388

Cartesian forces (eV/Å) of the 2 atoms listed first:
C 1.338 1.286 -0.515
C -0.475 -0.885 0.099

Atom charges from the Mulliken analysis, given in e for atoms 1 to 6: atom 1 (C): -0.364, atom 2 (C): -0.176, atom 3 (C): -0.356, atom 4 (N): -0.298, atom 5 (C): -0.231, atom 6 (C): -0.354

Record 3
ORCA calculation (ωB97M-V with the def2-TZVPD basis set) on the molecule Cl5H2NSi2.

As for the SMILES: Cl[SiH](Cl)N[Si](Cl)(Cl)Cl. As for the energy above the lowest of the compared OMol25 structures with the same formula, charge and spin: 6.17 kcal/mol. The orbital gap comes out at 10.602 eV.

Atoms and positions in Å:
Cl  2.0664  -1.0956  1.4569
Si  1.6740  0.4125  0.0810
Cl  1.7015  2.2346  0.8861
N  -0.0562  -0.0289  -0.6817
Si  -1.5755  -0.2210  0.0265
Cl  -1.3330  -1.6198  1.3678
Cl  -2.8356  -0.5773  -1.4483
Cl  -2.0683  1.4536  0.9774
H  2.4260  0.0175  -1.1056
H  0.0007  -0.5755  -1.5601

Cartesian forces (eV/Å) of the 2 atoms listed first:
Cl 0.131 0.805 -0.159
Si -3.509 -2.919 -1.629

Atom charges from the Mulliken analysis, given in e for atoms 1 to 6: atom 1 (Cl): -0.226, atom 2 (Si): 0.575, atom 3 (Cl): -0.142, atom 4 (N): -0.295, atom 5 (Si): 0.560, atom 6 (Cl): -0.189

Record 4
ORCA calculation (ωB97M-V with the def2-TZVPD basis set) on a cluster of 2 separate species, C5H11N2 in total.

As for the energy above the lowest of the compared OMol25 structures with the same formula, charge and spin: 121.80 kcal/mol. Its charge is +1. The orbital gap (alpha / beta) comes out at 7.982 / 9.575 eV.

Atoms and positions in Å:
C  0.3570  -0.5051  1.3161
C  2.5839  1.6247  -1.1072
C  -0.1438  0.4539  -1.0918
C  -1.1664  -0.1322  -0.4523
C  -2.4967  -0.3895  -0.9312
N  0.7558  -1.0506  2.4376
N  -0.8494  -0.5605  0.8561
H  1.0842  -0.1015  0.5821
H  2.3434  2.3049  -1.8692
H  3.1827  0.8858  -1.5694
H  2.6765  1.6564  0.0057
H  -0.0099  0.7154  -2.1442
H  -2.4484  -0.3522  -2.0447
H  -3.3149  0.3291  -0.6003
H  -2.7341  -1.4567  -0.7988
H  1.6451  -1.0179  2.8615
H  0.0849  -1.4438  3.1209
H  -1.5501  -0.9604  1.4289

Cartesian forces (eV/Å) of the 2 atoms listed first:
C 1.603 -0.514 -0.553
C 0.258 -1.413 1.561

Atom charges from the Mulliken analysis, given in e for atoms 1 to 6: atom 1 (C): 0.254, atom 2 (C): -1.037, atom 3 (C): -0.775, atom 4 (C): 0.838, atom 5 (C): -1.143, atom 6 (N): -0.298

Record 5
ORCA calculation (ωB97M-V with the def2-TZVPD basis set) on a cluster of 14 separate species, C70H121NO33P3 in total.

Its charge is +1. The orbital gap comes out at 3.155 eV.

Atoms and positions in Å:
C  2.5981  -0.0215  0.7588
C  1.2518  -0.8671  0.9043
C  0.2470  -0.1684  1.8289
C  -0.3025  1.1865  1.2325
C  -1.1177  0.7752  -0.0072
C  -0.2590  -0.0144  -1.0483
N  0.5140  -1.1475  -0.3472
O  1.0333  -2.0777  -1.2800
C  0.7866  0.9608  -1.8208
C  -1.2895  -0.7053  -1.9470
C  1.5838  -2.2728  1.5340
H  3.1951  -0.0570  1.6700
H  2.3683  1.0388  0.6534
H  3.0967  -0.3040  -0.1684
H  0.6371  0.0291  2.8274
H  -0.6965  -0.6849  2.0051
H  0.5763  1.8067  1.0562
H  -0.7239  1.6619  2.1182
H  -1.6116  1.6626  -0.4030
H  -1.9577  0.1961  0.3764
H  1.3101  0.4032  -2.5973
H  1.5255  1.5334  -1.2601
H  0.2726  1.7900  -2.3069
H  -2.0544  -0.0422  -2.3511
H  -1.7696  -1.4418  -1.3027
H  -0.8305  -1.1820  -2.8131
H  0.7163  -2.8912  1.7645
H  2.1013  -2.2363  2.4926
H  2.1386  -2.8339  0.7820
C  5.4389  -1.6001  -1.8425
C  6.7315  -1.2757  -2.2015
C  7.7039  -2.1963  -2.5062
C  7.2923  -3.5443  -2.5291
C  5.9617  -3.8972  -2.1501
C  5.0057  -2.8954  -1.8978
O  3.7371  -3.2520  -1.5984
O  8.9719  -1.7751  -2.7954
H  4.7268  -0.8376  -1.5634
H  7.1663  -0.2871  -2.1914
H  8.0003  -4.3010  -2.8331
H  5.7009  -4.9355  -2.2920
H  3.5683  -4.1835  -1.4389
H  9.4826  -2.4891  -3.1840
C  -2.1971  -6.1527  -1.0776
C  -3.1799  -6.8589  -1.8063
C  -4.3639  -6.2161  -2.0823
C  -4.4793  -4.8280  -2.0350
C  -3.3838  -4.1803  -1.4398
C  -2.3254  -4.8194  -0.9406
O  -1.3530  -4.1206  -0.2274
O  -5.2900  -6.9746  -2.7092
H  -1.3685  -6.6721  -0.6193
H  -3.1155  -7.9039  -2.0715
H  -5.3997  -4.3090  -2.2581
H  -3.4690  -3.1132  -1.2972
H  -0.6222  -4.7372  -0.1418
H  -6.1094  -6.5113  -2.8979
C  2.5373  4.4821  2.6332
C  1.2027  4.4331  2.9699
C  0.7381  3.4201  3.8251
C  1.6065  2.4183  4.1905
C  2.9715  2.4174  3.8313
C  3.4447  3.5723  3.1468
O  4.8094  3.6998  2.8679
O  -0.5634  3.3531  4.2652
H  2.8399  5.3203  2.0231
H  0.6030  5.2855  2.6867
H  1.2079  1.6393  4.8234
H  3.5999  1.6444  4.2484
H  5.3391  2.9569  3.1663
H  -0.7583  2.5078  4.6764
C  -2.7646  7.3732  3.9631
C  -2.5367  6.0140  3.7987
C  -2.9510  5.3334  2.6581
C  -3.6897  6.0377  1.6842
C  -4.0160  7.3763  1.9078
C  -3.4782  8.0653  2.9768
O  -3.6615  9.3969  3.1203
O  -2.5211  4.0948  2.4041
H  -2.2822  7.9179  4.7613
H  -1.9186  5.4631  4.4922
H  -4.0450  5.4213  0.8717
H  -4.6094  7.9238  1.1905
H  -4.1804  9.7700  2.4039
H  -1.8762  3.7507  3.0265
C  2.9287  -3.8868  -5.5504
C  1.9712  -2.9321  -5.8686
C  0.7639  -2.8625  -5.1856
C  0.4847  -3.6962  -4.1672
C  1.4553  -4.5984  -3.7860
C  2.6789  -4.6722  -4.4414
O  3.6247  -5.5317  -4.0752
O  -0.2302  -2.0504  -5.6091
H  3.8682  -4.0221  -6.0657
H  2.2064  -2.2932  -6.7069
H  -0.3875  -3.4656  -3.5735
H  1.3166  -5.2898  -2.9679
H  3.4351  -5.6952  -3.1484
H  0.1151  -1.4210  -6.2465
C  0.0622  -6.0177  2.3355
C  0.1586  -6.3544  3.6832
C  1.4151  -6.2376  4.2560
C  2.5676  -5.8318  3.4707
C  2.4218  -5.5399  2.1660
C  1.1649  -5.6211  1.5355
O  0.9257  -5.3549  0.1778
O  1.5664  -6.4430  5.5983
H  -0.9475  -5.9127  1.9668
H  -0.6262  -6.7808  4.2903
H  3.4920  -5.8095  4.0287
H  3.2116  -5.2106  1.5072
H  1.6937  -5.6634  -0.3087
H  2.3331  -6.0029  5.9728
C  2.1509  4.4582  -4.4830
O  2.3257  3.6861  -3.2342
P  3.8173  3.6064  -2.5466
O  3.9171  2.7975  -1.3195
O  4.2467  5.1131  -2.4243
C  3.7407  5.8309  -1.3392
O  4.8214  3.1862  -3.7509
C  6.2123  2.9800  -3.5806
H  1.2122  5.0047  -4.3924
H  2.0167  3.7753  -5.3218
H  2.9941  5.1445  -4.5623
H  3.1799  6.6719  -1.7471
H  4.6057  6.1318  -0.7483
H  3.1017  5.2159  -0.7055
H  6.7154  3.9451  -3.6409
H  6.6428  2.3034  -4.3189
H  6.4955  2.5654  -2.6132
C  -4.0274  -1.4539  -4.9057
O  -3.7697  -0.5613  -3.9323
P  -5.0167  -0.0385  -3.0874
O  -5.9703  0.8694  -3.7619
O  -4.2657  0.5537  -1.7755
C  -4.9885  0.8029  -0.5350
O  -5.7064  -1.5350  -2.6670
C  -7.0832  -1.6706  -2.2184
H  -3.3792  -2.2978  -4.6694
H  -3.6808  -1.0407  -5.8529
H  -5.0266  -1.8184  -5.1443
H  -4.5539  0.1909  0.2554
H  -6.0535  0.5955  -0.6393
H  -4.9483  1.8506  -0.2370
H  -7.5751  -0.7763  -1.8358
H  -7.0717  -2.4570  -1.4638
H  -7.6506  -2.0979  -3.0451
C  -1.3344  1.1554  -5.5430
O  -0.0886  1.8573  -5.7883
P  1.1652  1.1769  -6.6019
O  1.0338  -0.2193  -7.1405
O  1.4831  2.3164  -7.7049
C  0.4476  2.6090  -8.6626
O  2.4172  1.3975  -5.5570
C  3.5512  0.5292  -5.3466
H  -1.3488  1.0435  -4.4589
H  -1.4131  0.2358  -6.1229
H  -2.1154  1.8235  -5.9062
H  -0.3810  1.9209  -8.8300
H  0.8876  2.8476  -9.6309
H  -0.0188  3.5247  -8.2991
H  3.5517  -0.1786  -6.1756
H  3.5630  0.0549  -4.3652
H  4.4725  1.1092  -5.4004
C  -2.3044  0.3064  4.2759
O  -1.6419  1.1856  5.2259
C  -1.9206  1.1209  6.5565
C  -3.3531  1.3770  6.8155
O  -3.7365  2.6098  6.1010
C  -3.2907  3.7334  6.7620
H  -1.6445  -0.4910  3.9342
H  -2.5185  0.8951  3.3839
H  -3.2581  -0.0852  4.6299
H  -1.2492  1.8180  7.0578
H  -1.5791  0.1452  6.9020
H  -3.5510  1.5431  7.8744
H  -4.0009  0.5628  6.4905
H  -3.6610  3.8158  7.7838
H  -3.6223  4.6439  6.2629
H  -2.2111  3.8830  6.7723
C  1.5408  -2.4992  5.6123
O  2.4016  -1.4218  5.2572
C  3.8144  -1.6680  5.4932
C  4.7989  -1.2938  4.2950
O  4.6675  -2.2336  3.2343
C  5.6849  -2.2328  2.1902
H  1.6429  -3.3537  4.9435
H  0.5193  -2.1291  5.5252
H  1.7413  -2.9741  6.5727
H  3.8489  -2.7226  5.7667
H  4.1187  -1.0587  6.3442
H  5.7991  -1.2263  4.7228
H  4.5084  -0.3289  3.8793
H  5.7344  -1.2500  1.7214
H  5.7198  -2.8725  1.3083
H  6.5420  -2.4729  2.8194
C  -5.3597  -2.2067  2.3032
O  -3.9703  -2.0476  2.4139
C  -3.2609  -3.0902  2.9546
C  -3.5975  -3.3903  4.4863
O  -4.9327  -3.8877  4.5951
C  -5.0417  -5.2418  4.1092
H  -5.8958  -3.0077  1.7943
H  -5.8056  -1.3615  1.7789
H  -5.9309  -2.1892  3.2313
H  -2.2355  -2.7231  2.9972
H  -3.3292  -3.9026  2.2311
H  -3.4753  -2.5474  5.1665
H  -2.9176  -4.1809  4.8038
H  -4.8074  -5.3027  3.0464
H  -6.0597  -5.4882  4.4107
H  -4.3984  -5.8884  4.7061
C  0.1358  6.9189  -0.2012
O  -0.5971  5.9582  -0.9544
C  -1.7828  6.4569  -1.5356
C  -1.9052  5.7042  -2.9082
O  -1.9832  4.2852  -2.7724
C  -3.1559  3.8096  -2.0279
H  0.9889  6.4595  0.2981
H  -0.3302  7.3991  0.6593
H  0.4840  7.6968  -0.8807
H  -1.7460  7.5127  -1.8040
H  -2.5906  6.1942  -0.8526
H  -1.1056  5.9083  -3.6204
H  -2.7472  6.1310  -3.4531
H  -2.9920  3.8955  -0.9537
H  -3.2530  2.7258  -2.0913
H  -4.1317  4.2178  -2.2912

Cartesian forces (eV/Å) of the 2 atoms listed first:
C -1.353 0.338 -0.991
C -0.209 -1.995 2.737

Atom charges from the Mulliken analysis, given in e for atoms 1 to 6: atom 1 (C): -0.080, atom 2 (C): 2.373, atom 3 (C): -0.890, atom 4 (C): -0.118, atom 5 (C): -0.345, atom 6 (C): 2.423

Record 6
ORCA calculation (ωB97M-V with the def2-TZVPD basis set) on the molecule C17H19NO2S.

As for the SMILES: CSc1ccccc1C(=O)NCCOc1cccc(C)c1. As for the energy above the lowest of the compared OMol25 structures with the same formula, charge and spin: 6.89 kcal/mol. The orbital gap comes out at 9.155 eV.

Atoms and positions in Å:
C  -2.9570  -2.5706  1.1667
S  -3.7696  -1.7925  -0.2639
C  -3.4296  -0.0765  0.1106
C  -4.4589  0.7215  0.5861
C  -4.2323  2.0590  0.8579
C  -2.9773  2.6055  0.6462
C  -1.9533  1.8150  0.1550
C  -2.1713  0.4697  -0.1173
C  -1.0247  -0.3471  -0.6352
O  -0.4187  -1.1603  0.0317
N  -0.7314  -0.0727  -1.9272
C  0.4738  -0.5616  -2.5475
C  1.4886  0.5828  -2.7256
O  1.5987  1.3828  -1.5737
C  2.1598  0.8636  -0.4337
C  1.9936  1.6344  0.7153
C  2.5208  1.2057  1.9147
C  3.2183  0.0117  1.9863
C  3.4032  -0.7565  0.8479
C  4.1395  -2.0607  0.9052
C  2.8748  -0.3217  -0.3621
H  -3.1113  -3.6390  1.0577
H  -1.8977  -2.3329  1.1486
H  -3.4259  -2.2120  2.0785
H  -5.4335  0.2834  0.7378
H  -5.0361  2.6741  1.2339
H  -2.7973  3.6491  0.8569
H  -0.9725  2.2326  -0.0202
H  -1.2292  0.6721  -2.3903
H  0.2517  -1.0073  -3.5214
H  0.8647  -1.3280  -1.8745
H  1.1343  1.2736  -3.4973
H  2.4603  0.1814  -3.0388
H  1.4518  2.5647  0.6433
H  2.3826  1.8043  2.8030
H  3.6191  -0.3235  2.9314
H  4.8003  -2.1725  0.0476
H  3.4272  -2.8858  0.8901
H  4.7284  -2.1355  1.8158
H  3.0362  -0.9303  -1.2391

Cartesian forces (eV/Å) of the 2 atoms listed first:
C -0.111 0.232 -0.195
S 0.127 0.116 0.099

Atom charges from the Mulliken analysis, given in e for atoms 1 to 6: atom 1 (C): -0.587, atom 2 (S): -0.124, atom 3 (C): 0.101, atom 4 (C): -0.423, atom 5 (C): -0.457, atom 6 (C): -0.664

Computed values of max |F| (unit: Eh/bohr) for the preceding records, in sequence: 0.0578; 0.0375; 0.0942; 0.0740; 0.1817; 0.0125.